No. 1
Formula: C4H8O2
Source: the OMol25 dataset
Level of theory: wB97M-V/def2-TZVPD

CARTESIAN COORDINATES (ANGSTROEM)
C1 0.997 -2.436 0.520
C2 -0.248 -2.360 0.986
C3 0.186 0.908 0.502
O1 -0.065 0.328 -0.672
O2 -0.048 2.198 0.397
C4 -0.519 2.772 -0.837
H1 1.754 -1.726 0.847
H2 1.303 -3.201 -0.190
H3 0.096 -0.623 -0.528
H4 -1.023 -3.058 0.680
H5 -0.527 -1.579 1.691
H6 -0.615 3.840 -0.642
H7 0.195 2.592 -1.643
H8 -1.486 2.344 -1.111

As for the energy above the lowest of the compared OMol25 structures with the same formula, charge and spin: 3.4494 eV. As for the total charge: 0. For the frontier orbital gap, the calculation gives 10.098 eV. The value obtained for the HOMO energy is -9.1 eV. As for the total energy: -307.585666 a.u.

Which charges does natural (NBO) predict for the atoms? In e, they are: atom 1 (C): -0.42, atom 2 (C): -0.39, atom 3 (C): 0.41, atom 4 (O): -0.73, atom 5 (O): -0.51, atom 6 (C): -0.29, atom 7 (H): 0.21, atom 8 (H): 0.20, atom 9 (H): 0.52, atom 10 (H): 0.20, atom 11 (H): 0.22, atom 12 (H): 0.20, atom 13 (H): 0.19, atom 14 (H): 0.19

=====

No. 2
Formula: C4H8O2
Source: the OMol25 dataset
Level of theory: wB97M-V/def2-TZVPD

CARTESIAN COORDINATES (ANGSTROEM)
C1 0.459 0.924 -1.575
O1 0.996 0.661 -0.294
C2 0.106 0.477 0.773
C3 -1.177 -0.296 0.619
C4 0.021 -0.942 1.260
O2 0.720 -1.892 0.521
H1 -0.247 1.760 -1.564
H2 -0.044 0.040 -1.995
H3 1.307 1.187 -2.216
H4 0.129 1.295 1.492
H5 -1.424 -0.668 -0.370
H6 -2.027 0.019 1.219
H7 0.019 -1.154 2.327
H8 1.163 -1.411 -0.197

The structure (SMILES) is CO[C@H]1C[C@H]1O. As for the energy above the lowest of the compared OMol25 structures with the same formula, charge and spin: 2.4657 eV. As for the total charge: 0. For the frontier orbital gap, the calculation gives 10.354 eV. The value obtained for the HOMO energy is -9.4 eV. As for the total energy: -307.621819 a.u.

Which charges does natural (NBO) predict for the atoms? In e, they are: atom 1 (C): -0.25, atom 2 (O): -0.54, atom 3 (C): 0.05, atom 4 (C): -0.49, atom 5 (C): 0.08, atom 6 (O): -0.70, atom 7 (H): 0.18, atom 8 (H): 0.17, atom 9 (H): 0.20, atom 10 (H): 0.19, atom 11 (H): 0.23, atom 12 (H): 0.23, atom 13 (H): 0.19, atom 14 (H): 0.48

=====

No. 3
Formula: C4H8O2
Source: the OMol25 dataset
Level of theory: wB97M-V/def2-TZVPD

CARTESIAN COORDINATES (ANGSTROEM)
C1 1.492 -0.949 0.725
C2 1.283 0.193 -0.229
O1 -0.045 -0.397 -0.923
C3 -1.341 0.177 -0.904
C4 -1.677 0.824 0.424
O2 -2.096 1.951 0.531
H1 0.515 -1.322 0.305
H2 1.417 -0.726 1.793
H3 2.308 -1.645 0.501
H4 1.084 1.166 0.230
H5 2.003 0.269 -1.048
H6 -2.104 -0.615 -1.083
H7 -1.454 0.910 -1.704
H8 -1.499 0.188 1.320

The structure (SMILES) is CCOCC=O. As for the energy above the lowest of the compared OMol25 structures with the same formula, charge and spin: 3.2472 eV. As for the total charge: 0. For the frontier orbital gap, the calculation gives 10.659 eV. The value obtained for the HOMO energy is -9.7 eV. As for the total energy: -307.593100 a.u.

Which charges does natural (NBO) predict for the atoms? In e, they are: atom 1 (C): -0.72, atom 2 (C): -0.06, atom 3 (O): -0.60, atom 4 (C): -0.16, atom 5 (C): 0.41, atom 6 (O): -0.50, atom 7 (H): 0.30, atom 8 (H): 0.21, atom 9 (H): 0.22, atom 10 (H): 0.20, atom 11 (H): 0.21, atom 12 (H): 0.21, atom 13 (H): 0.19, atom 14 (H): 0.11

=====

No. 4
Formula: C4H8O2
Source: the OMol25 dataset
Level of theory: wB97M-V/def2-TZVPD

CARTESIAN COORDINATES (ANGSTROEM)
C1 -2.461 0.682 -0.520
C2 -0.762 -0.664 0.197
C3 0.466 0.150 -0.044
O1 0.427 1.340 -0.289
C4 1.834 -0.518 0.054
O2 2.849 0.428 -0.070
H1 -2.863 0.914 0.477
H2 -1.845 -0.383 -0.606
H3 -1.872 1.551 -0.840
H4 -0.627 -1.715 -0.120
H5 -1.039 -0.678 1.251
H6 1.902 -1.047 1.019
H7 1.910 -1.290 -0.730
H8 2.391 1.269 -0.250

As for the energy above the lowest of the compared OMol25 structures with the same formula, charge and spin: 5.3812 eV. As for the total charge: 0. For the frontier orbital gap, the calculation gives 8.662 eV. The value obtained for the HOMO energy is -8.8 eV. As for the total energy: -307.514675 a.u.

Which charges does natural (NBO) predict for the atoms? In e, they are: atom 1 (C): -0.50, atom 2 (C): -0.58, atom 3 (C): 0.54, atom 4 (O): -0.55, atom 5 (C): -0.16, atom 6 (O): -0.71, atom 7 (H): 0.17, atom 8 (H): 0.24, atom 9 (H): 0.19, atom 10 (H): 0.24, atom 11 (H): 0.25, atom 12 (H): 0.19, atom 13 (H): 0.19, atom 14 (H): 0.49

=====

No. 5
Formula: C4H8O2
Source: the OMol25 dataset
Level of theory: wB97M-V/def2-TZVPD

CARTESIAN COORDINATES (ANGSTROEM)
C1 -0.666 -0.913 0.499
C2 -1.125 0.401 -0.075
O1 -0.184 1.363 -0.518
C3 0.935 1.361 0.335
C4 1.582 0.000 0.273
O2 0.622 -1.041 0.638
H1 -1.960 -2.616 -0.952
H2 -2.248 -2.922 -1.568
H3 -1.767 0.152 -0.928
H4 -1.792 0.826 0.698
H5 0.644 1.597 1.372
H6 1.625 2.134 -0.013
H7 2.408 -0.116 0.979
H8 1.928 -0.224 -0.739

As for the energy above the lowest of the compared OMol25 structures with the same formula, charge and spin: 4.8412 eV. As for the total charge: 0. For the frontier orbital gap, the calculation gives 9.240 eV. The value obtained for the HOMO energy is -8.4 eV. As for the total energy: -307.534520 a.u.

Which charges does natural (NBO) predict for the atoms? In e, they are: atom 1 (C): 0.27, atom 2 (C): -0.27, atom 3 (O): -0.52, atom 4 (C): -0.11, atom 5 (C): -0.12, atom 6 (O): -0.47, atom 7 (H): 0.01, atom 8 (H): -0.03, atom 9 (H): 0.24, atom 10 (H): 0.21, atom 11 (H): 0.17, atom 12 (H): 0.21, atom 13 (H): 0.20, atom 14 (H): 0.20

=====

No. 6
Formula: C4H8O2
Source: the OMol25 dataset
Level of theory: wB97M-V/def2-TZVPD

CARTESIAN COORDINATES (ANGSTROEM)
C1 1.678 0.796 -0.114
O1 0.899 -0.336 -0.454
C2 0.186 -0.878 0.644
C3 -1.322 -0.820 0.367
C4 -1.656 0.522 -0.256
O2 -1.482 1.574 0.315
H1 2.107 1.181 -1.044
H2 2.500 0.535 0.573
H3 1.060 1.581 0.347
H4 0.416 -0.314 1.556
H5 0.504 -1.918 0.801
H6 -1.878 -0.923 1.307
H7 -1.631 -1.631 -0.303
H8 -2.063 0.492 -1.288

The structure (SMILES) is COCCC=O. As for the energy above the lowest of the compared OMol25 structures with the same formula, charge and spin: 1.7229 eV. As for the total charge: 0. For the frontier orbital gap, the calculation gives 10.831 eV. The value obtained for the HOMO energy is -9.8 eV. As for the total energy: -307.649116 a.u.

Which charges does natural (NBO) predict for the atoms? In e, they are: atom 1 (C): -0.25, atom 2 (O): -0.56, atom 3 (C): -0.05, atom 4 (C): -0.54, atom 5 (C): 0.46, atom 6 (O): -0.53, atom 7 (H): 0.19, atom 8 (H): 0.17, atom 9 (H): 0.19, atom 10 (H): 0.18, atom 11 (H): 0.19, atom 12 (H): 0.24, atom 13 (H): 0.21, atom 14 (H): 0.11

=====

No. 7
Formula: C4H8O2
Source: the OMol25 dataset
Level of theory: wB97M-V/def2-TZVPD

CARTESIAN COORDINATES (ANGSTROEM)
C1 -1.463 -0.157 -1.551
O1 -0.938 1.045 0.585
C2 0.215 1.058 0.915
C3 0.868 -0.135 1.583
C4 1.394 -0.697 0.283
O2 0.764 -1.464 -0.406
H1 -2.197 0.559 -1.170
H2 -1.974 -1.018 -1.959
H3 -0.856 0.377 -2.287
H4 0.902 1.873 0.613
H5 0.111 -0.776 2.040
H6 1.660 0.166 2.274
H7 2.309 -0.213 -0.098
H8 -0.795 -0.618 -0.823

The structure (SMILES) is O=CCC=O.C. As for the energy above the lowest of the compared OMol25 structures with the same formula, charge and spin: 2.5530 eV. As for the total charge: 0. For the frontier orbital gap, the calculation gives 10.145 eV. The value obtained for the HOMO energy is -10.2 eV. As for the total energy: -307.618609 a.u.

Which charges does natural (NBO) predict for the atoms? In e, they are: atom 1 (C): -0.85, atom 2 (O): -0.48, atom 3 (C): 0.42, atom 4 (C): -0.60, atom 5 (C): 0.43, atom 6 (O): -0.49, atom 7 (H): 0.22, atom 8 (H): 0.20, atom 9 (H): 0.20, atom 10 (H): 0.12, atom 11 (H): 0.25, atom 12 (H): 0.23, atom 13 (H): 0.12, atom 14 (H): 0.23

=====

No. 8
Formula: C4H8O2
Source: the OMol25 dataset
Level of theory: wB97M-V/def2-TZVPD

CARTESIAN COORDINATES (ANGSTROEM)
C1 0.754 0.408 2.557
C2 -0.086 -0.248 1.721
C3 0.024 -0.517 0.339
C4 -1.080 -0.928 -0.331
O1 -1.085 -1.161 -1.666
H1 0.595 0.447 3.642
H2 1.645 0.959 2.275
H3 -0.877 -0.789 2.180
H4 0.973 -0.518 -0.185
H5 -1.890 -1.405 0.192
H6 -0.380 -0.812 -2.197
H7 0.206 0.958 -3.304
H8 0.731 2.246 -2.762
O2 0.469 1.360 -2.462

The structure (SMILES) is C=C/C=C/O.O. As for the energy above the lowest of the compared OMol25 structures with the same formula, charge and spin: 2.4882 eV. As for the total charge: 0. For the frontier orbital gap, the calculation gives 8.289 eV. The value obtained for the HOMO energy is -7.8 eV. As for the total energy: -307.620991 a.u.

Which charges does natural (NBO) predict for the atoms? In e, they are: atom 1 (C): -0.41, atom 2 (C): -0.20, atom 3 (C): -0.34, atom 4 (C): 0.19, atom 5 (O): -0.69, atom 6 (H): 0.19, atom 7 (H): 0.19, atom 8 (H): 0.19, atom 9 (H): 0.21, atom 10 (H): 0.18, atom 11 (H): 0.49, atom 12 (H): 0.46, atom 13 (H): 0.48, atom 14 (O): -0.94